# 1
Here is a cluster of 2 separate species, C3H8N2 in total in a non-equilibrium geometry from the Open Molecules 2025 dataset. Energies are from ωB97M-V/def2-TZVPD.

2S+1: 1
HOMO-LUMO gap in eV: 9.553
LUMO in eV: 0.66
E in Ha: -228.46655
Net charge: 0
Energy relative to the best compared isomer or geometry (same formula, charge and spin) in kJ/mol: 478.1
F_max in eV/A: 3.93

Each line ends with the Mulliken charge.
CARTESIAN COORDINATES (ANGSTROEM)
H (2.5148, 0.7404, 0.1414)  0.368
H (-2.3562, -1.3795, -0.9866)  0.226
C (0.9862, -0.8323, 0.3668)  -0.607
H (1.8027, -1.6080, 0.2292)  0.257
H (0.0790, -0.9412, -0.1399)  0.220
N (-1.9176, -1.1158, -0.0899)  -0.761
C (1.5390, 0.4836, -0.1985)  -0.884
H (0.9176, -0.8041, 1.5066)  0.221
C (-2.0929, 1.2298, 0.3290)  -0.237
H (-1.7358, 2.2293, 0.1272)  0.311
N (-2.0313, 0.1395, -0.1106)  0.424
H (0.9505, 1.3084, 0.1485)  0.209
H (1.3441, 0.5499, -1.3233)  0.254

Atomic forces in eV per Å
1.094 -0.077 -0.354
0.031 -0.634 0.470
3.515 0.427 1.700
-1.417 0.398 -0.382
-0.926 -1.320 -0.095
-0.984 0.579 -1.799
-1.304 0.117 -1.056
-0.468 0.189 -1.483
-0.330 0.852 -0.864
0.114 -0.374 0.203
0.320 -0.422 1.879
-0.654 0.587 0.463
1.009 -0.322 1.317

***

# 2
Here is a cluster of 3 separate species, C3H8N2 in total in a non-equilibrium geometry from the Open Molecules 2025 dataset. Energies are from ωB97M-V/def2-TZVPD.

2S+1: 1
HOMO-LUMO gap in eV: 9.584
LUMO in eV: 0.51
E in Ha: -228.43943
Net charge: 0
Energy relative to the best compared isomer or geometry (same formula, charge and spin) in kJ/mol: 549.3
F_max in eV/A: 5.07

Each line ends with the Mulliken charge.
CARTESIAN COORDINATES (ANGSTROEM)
H (0.7783, 0.7608, -1.4675)  0.311
H (-0.1759, 2.5238, -0.0132)  0.229
H (0.4153, 1.1344, 1.8086)  0.217
C (-0.1420, 0.4317, -0.7881)  -0.501
H (-1.7557, -1.1047, 0.5808)  0.220
H (-1.8737, 1.3466, 1.0333)  0.251
N (1.3396, -1.4566, -0.3839)  -0.582
C (0.0556, -0.9555, -0.2198)  0.488
H (-1.0233, 0.4458, -1.5768)  0.256
H (1.5272, -2.1219, 0.4354)  0.296
C (-0.4677, 1.4228, 0.5334)  -0.720
N (-0.8119, -1.6535, 0.5397)  -0.724
H (2.1343, -0.7736, -0.4820)  0.261

Atomic forces in eV per Å
-1.717 -0.420 1.960
-1.170 -2.707 2.452
-2.648 0.867 -4.174
-0.985 0.795 -0.400
2.196 -1.208 -0.264
4.722 0.285 -1.819
1.213 -0.715 2.054
-1.654 -1.285 2.041
1.439 0.087 1.934
-0.203 1.053 -1.897
-0.064 0.988 0.316
0.429 3.154 -2.286
-1.559 -0.897 0.083